# 1
A structure of composition C31H24N8O2SV in a non-equilibrium geometry. Source: OMol25; level of theory: ωB97M-V/def2-TZVPD.

LUMO energy (spin up / spin down) = -3.705 / -3.687 eV
Spin multiplicity = 3
E_HOMO (spin up / spin down) = -10.123 / -10.268 eV
Kohn-Sham gap (spin up / spin down) = 6.419 / 6.581 eV
Charge = +1
DFT total energy = -85072.9586 eV

XYZ file:
```
67
Properties=species:S:1:pos:R:3:forces:R:3
V -0.18473 0.10642 -0.13125 -0.9 -0.8 0.6
O 0.58983 1.25821 1.09712 -0.3 0.6 -0.1
C 0.29740 1.63173 2.33846 0.1 -0.2 0.0
C 0.77629 2.85759 2.80657 0.0 -0.1 0.2
C 0.56732 3.22986 4.12315 0.1 0.0 -0.1
C -0.12512 2.40008 4.99903 0.0 -0.1 0.1
C -0.64619 1.21027 4.53237 0.0 0.1 0.0
C -0.46968 0.81629 3.20135 0.0 0.1 0.0
C -1.21453 -0.32654 2.72139 0.0 0.2 -0.1
N -1.33930 -0.59280 1.47167 0.2 -0.1 -0.3
N -2.24416 -1.60181 1.13487 0.1 0.0 0.0
C -2.32852 -1.69300 -0.16392 -0.2 -0.2 -0.2
O -1.65578 -0.96697 -1.00495 0.3 0.5 0.2
C -3.26977 -2.68633 -0.74219 0.0 0.0 0.1
C -3.87331 -3.64874 0.06478 0.0 0.0 0.0
C -4.74119 -4.57318 -0.48998 0.0 0.0 0.0
C -5.01692 -4.54099 -1.85048 0.0 0.0 0.0
C -4.42041 -3.58225 -2.65677 0.0 0.0 0.0
C -3.54552 -2.65907 -2.10636 0.1 0.0 0.0
H 1.33218 3.48712 2.12423 0.0 0.0 0.0
H 0.95174 4.17876 4.47442 0.0 0.0 0.0
H -0.27023 2.69190 6.02950 0.0 0.0 0.0
H -1.22251 0.57628 5.19545 0.0 0.0 0.0
H -1.78332 -0.91755 3.43654 0.0 0.0 0.0
H -3.65821 -3.66139 1.12413 0.0 0.0 0.0
H -5.20668 -5.32059 0.13849 0.0 0.0 0.0
H -5.69483 -5.26560 -2.28174 0.0 0.0 0.0
H -4.63601 -3.55527 -3.71658 0.0 0.0 0.0
H -3.06679 -1.91299 -2.72522 0.0 0.0 0.0
N -2.76598 3.35569 -1.53494 0.0 -0.1 0.1
C -2.30252 2.28067 -0.89839 -0.1 0.1 0.1
N -1.12978 1.76544 -1.09726 0.3 -0.1 -0.1
C -0.30263 2.29766 -2.08692 0.1 0.1 -0.2
N 0.77290 1.68879 -2.47528 0.0 -0.1 0.0
N 0.92628 0.50490 -1.78994 0.3 0.1 -0.1
C 1.78029 -0.35796 -2.17445 -0.1 -0.3 0.0
C 1.76165 -1.65419 -1.45734 0.1 0.3 -0.2
C 2.45025 -2.75224 -1.93274 0.0 -0.1 0.2
C 2.26655 -3.97519 -1.29266 0.0 0.0 0.0
C 1.41506 -4.04714 -0.20755 -0.1 0.1 0.1
C 0.77148 -2.88887 0.22111 0.1 -0.1 0.1
N 0.94336 -1.72336 -0.38580 0.0 0.1 -0.4
C -0.69719 3.55225 -2.71422 0.0 0.0 0.0
C 0.13500 4.24677 -3.59838 0.0 0.0 0.0
C -0.29933 5.41919 -4.17365 0.0 0.0 0.0
C -1.57235 5.91638 -3.88219 0.0 0.0 0.0
C -2.40863 5.24724 -3.01442 0.0 0.0 0.0
C -1.96161 4.06478 -2.43143 0.0 0.0 0.0
H -3.70021 3.67863 -1.33653 0.0 0.0 0.0
H -2.95407 1.81999 -0.16491 0.0 0.0 0.0
H 2.40534 -0.19377 -3.04726 0.1 0.0 0.0
H 3.10052 -2.65982 -2.79089 0.0 0.0 0.0
H 2.77948 -4.85741 -1.65064 0.0 0.0 0.0
H 1.23266 -4.97804 0.30922 0.0 0.0 0.0
H 0.09866 -2.89244 1.06958 0.0 0.0 0.0
H 1.11281 3.84208 -3.81570 0.0 0.0 0.0
H 0.34374 5.95756 -4.85530 0.0 0.0 0.0
H -1.90574 6.83814 -4.33840 0.0 0.0 0.0
H -3.39507 5.62915 -2.78439 0.0 0.0 0.0
S 4.74058 -1.58970 2.87573 0.0 0.0 0.0
C 4.39611 0.06182 3.14273 0.0 0.0 0.0
C 3.52532 0.50458 2.19906 0.0 0.1 0.0
N 3.12197 -0.42594 1.27868 0.1 -0.2 -0.1
C 3.69210 -1.56769 1.52652 0.0 0.0 0.0
H 4.83551 0.61238 3.95662 0.0 0.0 0.0
H 3.14281 1.51031 2.13057 0.0 0.0 0.0
H 3.53282 -2.45766 0.93581 0.0 0.0 0.0
```
Forces are in eV/Å.

# 2
A cluster of 2 separate species, C16H18IN2O2 in total in a non-equilibrium geometry. Source: OMol25; level of theory: ωB97M-V/def2-TZVPD.

LUMO energy = 1.747 eV
E_HOMO = -3.115 eV
Kohn-Sham gap = 4.862 eV
Charge = -1
DFT total energy = -32054.2928 eV

XYZ file:
```
39
Properties=species:S:1:pos:R:3:forces:R:3
C 0.53557 -3.93771 2.06560 0.5 0.1 1.0
C 1.23265 -2.97161 1.80976 1.1 -0.4 -1.0
C 2.31877 -1.96670 1.33176 -1.6 0.7 0.3
C 1.71737 -0.79654 0.43246 -0.7 0.6 -0.7
N 0.45633 -0.93474 -0.08560 2.8 2.3 -0.1
C 0.08526 0.15536 -0.88137 -0.8 1.3 -0.9
C -1.30708 0.17665 -1.51777 -0.7 0.7 -1.2
C -2.28711 -1.03123 -1.24096 0.6 0.5 1.1
C -2.65137 -0.95249 0.33680 -0.2 0.9 -0.1
C -4.22670 -0.79185 0.55731 0.9 -1.2 -0.2
I -4.61472 1.00233 1.78178 -0.1 -0.7 -0.4
C -1.81445 1.27428 -2.35507 3.1 0.3 1.3
C -0.90388 2.46752 -2.59636 1.8 -2.0 2.1
C 0.42848 2.46693 -1.97460 -1.7 -0.8 -0.5
C 0.97837 1.32964 -1.11788 -1.8 1.3 -1.2
N 2.26778 1.50039 -0.59213 -1.8 -4.0 1.1
C 2.59821 0.40147 0.16502 0.3 -0.1 -0.3
C 4.04330 0.42158 0.84468 -1.4 0.1 -1.0
O 3.84379 0.89817 2.19668 0.5 0.7 -1.1
C 3.84791 2.35736 2.19375 0.2 0.4 -0.1
H 0.05348 -4.82017 2.56035 0.5 1.6 -1.1
H 2.75459 -1.48882 2.26395 -0.4 -0.6 -1.1
H 3.14638 -2.43298 0.72709 -1.0 0.0 0.8
H -3.24571 -0.95472 -1.85875 1.2 -0.1 0.6
H -1.75937 -2.01800 -1.39966 -0.6 1.1 -0.1
H -2.20696 -1.81828 0.91735 -0.7 0.9 -0.7
H -2.17007 -0.01722 0.76740 -0.4 -1.2 -0.6
H -4.59152 -1.69465 1.13639 0.1 1.4 -0.6
H -4.77202 -0.67193 -0.42646 0.2 0.0 0.9
H -2.83734 1.30329 -2.82070 1.2 -0.5 0.8
H -1.21581 3.36126 -3.21704 0.3 -1.3 0.9
H 1.08021 3.37306 -2.14632 -0.7 -1.3 0.3
H 4.52191 -0.60236 0.80863 -0.6 1.1 0.5
H 4.69548 1.10664 0.22778 -0.6 -0.6 0.8
H 3.68685 2.76815 1.14915 0.2 -0.5 1.2
H 3.01231 2.78210 2.82710 1.0 -0.8 -0.5
H 4.86433 2.69102 2.58584 -1.3 -0.2 -0.4
O -5.59550 -1.10085 -2.30955 0.6 0.0 0.6
H -5.96974 -0.83435 -3.14643 -0.2 0.1 -0.3
```
Forces are in eV/Å.

# 3
A cluster of 2 separate species, C29H33N2OS in total in a non-equilibrium geometry. Source: OMol25; level of theory: ωB97M-V/def2-TZVPD.

LUMO energy = -4.412 eV
E_HOMO = -9.809 eV
Kohn-Sham gap = 5.397 eV
Charge = +1
DFT total energy = -46462.9448 eV

XYZ file:
```
66
Properties=species:S:1:pos:R:3:forces:R:3
C -6.35341 -1.71466 1.67180 0.5 -0.1 0.1
N -5.50994 -1.31869 2.78550 -0.9 0.7 0.1
C -6.05780 -1.69189 4.07709 0.4 -0.1 -0.2
C -4.14353 -1.03934 2.59984 1.0 0.0 -0.2
C -3.69031 0.30217 2.51349 -0.4 -0.6 0.0
C -2.34828 0.59010 2.33123 0.3 -0.1 0.0
C -1.40301 -0.44042 2.22304 -0.2 0.0 0.2
C 0.07089 -0.12602 2.31313 0.6 0.3 -0.3
C 1.00749 -0.82587 1.48547 -1.6 -0.3 -0.1
S 2.56273 -0.99952 2.16681 0.1 -0.2 0.4
C 2.33217 -1.68275 3.83891 0.4 -0.2 0.0
C 3.22357 -2.44495 1.29578 0.3 0.2 0.3
O 0.47367 0.71472 3.15514 -0.2 -0.4 -0.5
C -1.84331 -1.77021 2.27580 0.2 0.1 -0.1
C -3.18851 -2.07267 2.47803 -0.4 0.4 0.0
H -6.04707 -1.17743 0.76622 -0.2 -0.2 0.1
H -6.30220 -2.80159 1.49142 -0.1 0.1 -0.2
H -7.39108 -1.46187 1.92576 0.2 0.0 -0.2
H -5.56017 -1.14119 4.88549 -0.2 -0.2 -0.2
H -7.12646 -1.44135 4.05723 0.2 0.0 0.3
H -5.96303 -2.77549 4.26101 -0.1 0.1 0.2
H -4.42730 1.10068 2.61151 0.2 -0.2 -0.1
H -2.00884 1.62324 2.28706 -0.1 -0.2 0.1
H 0.69805 -1.41651 0.62543 0.2 -0.4 0.5
H 3.34324 -1.73063 4.26141 -0.3 0.0 0.1
H 1.70817 -0.99164 4.41388 0.2 -0.1 -0.3
H 1.89544 -2.68735 3.78787 0.0 0.3 -0.1
H 4.30965 -2.39021 1.43813 -0.3 -0.2 -0.1
H 2.82778 -3.36445 1.73727 0.0 0.2 -0.2
H 2.97737 -2.36914 0.23304 0.0 0.0 0.2
H -1.10238 -2.56831 2.19025 -0.2 0.2 0.1
H -3.52193 -3.11109 2.56382 0.1 0.3 -0.1
C 0.46552 4.77564 0.81974 -0.1 0.3 0.4
N 0.70678 3.64538 -0.06025 0.5 -1.7 0.8
C 1.18960 2.44537 0.35285 -0.1 1.4 -0.7
C 1.45268 1.62022 -0.77049 -0.1 -0.3 -0.3
C 2.11195 0.39073 -0.70645 0.7 1.2 0.2
C 2.32945 -0.48148 -1.84041 0.0 -0.9 -0.9
C 1.27510 -0.83320 -2.72497 0.3 0.1 0.2
C 1.52002 -1.59889 -3.86123 -0.1 0.3 0.2
C 2.82340 -1.98232 -4.20279 -0.1 0.2 0.2
C 3.09871 -2.65354 -5.51402 0.1 -0.2 -0.1
C 3.86059 -1.70560 -3.30217 0.0 0.0 0.0
C 3.62140 -1.00814 -2.12606 -0.4 0.4 0.4
C 1.07353 2.42368 -1.94995 -0.2 0.5 0.3
C 1.27043 2.29961 -3.31890 -0.2 0.2 -0.5
C 0.87225 3.34865 -4.16727 0.1 -0.2 0.4
C 0.33986 4.54268 -3.65592 -0.1 -0.2 0.6
C 0.21755 4.72648 -2.26762 0.0 -0.3 -0.4
C 0.58333 3.65934 -1.45501 0.6 -0.2 -0.5
H -0.17179 5.49495 0.29732 0.1 -0.2 0.3
H -0.02875 4.41916 1.73198 0.0 0.2 -0.3
H 1.40424 5.27311 1.11427 -0.3 -0.2 -0.3
H 1.36191 2.23768 1.40398 -0.2 -0.1 0.0
H 2.76640 0.24889 0.16325 -0.4 0.1 -0.5
H 0.26638 -0.48072 -2.49756 0.3 -0.2 -0.1
H 0.69423 -1.87411 -4.52075 0.2 0.1 0.2
H 4.14815 -2.95252 -5.57751 -0.2 0.0 -0.1
H 2.47940 -3.54720 -5.64907 0.1 0.1 0.1
H 2.88710 -1.98320 -6.35734 0.0 -0.1 0.2
H 4.86722 -2.05491 -3.54295 -0.3 0.2 0.1
H 4.44366 -0.80473 -1.43250 -0.2 0.0 -0.3
H 1.74805 1.40783 -3.72129 -0.3 0.3 0.0
H 0.99190 3.23767 -5.24678 0.0 0.0 0.4
H 0.03156 5.33472 -4.33716 0.1 -0.2 0.2
H -0.14350 5.65311 -1.82482 0.1 -0.1 -0.3
```
Forces are in eV/Å.

# 4
A structure of composition C41H33ClIN2OP2Ti. Source: OMol25; level of theory: ωB97M-V/def2-TZVPD.

LUMO energy = -10.388 eV
E_HOMO = -16.083 eV
Kohn-Sham gap = 5.695 eV
Charge = +3
DFT total energy = -110372.5251 eV

XYZ file:
```
82
Properties=species:S:1:pos:R:3:forces:R:3
Ti -0.35982 0.30184 0.27602 0.3 0.3 0.0
Cl 3.19869 0.12236 6.10543 0.0 0.0 0.0
C 2.70077 0.06982 4.47054 0.0 0.0 0.0
C 3.62372 -0.14225 3.48052 -0.1 0.0 -0.1
C 3.24193 -0.18494 2.11280 0.1 0.1 0.1
I 4.64611 -0.46068 0.63430 0.0 0.0 0.0
C 1.92264 -0.00680 1.80950 -0.2 0.0 -0.2
O 1.36752 0.00643 0.54877 -0.1 0.1 0.3
C 0.96262 0.20448 2.80611 0.0 0.0 0.0
N -0.33124 0.35881 2.36142 0.2 -0.1 -0.2
C -1.28520 0.56744 3.27223 -0.1 0.0 0.2
C -1.01629 0.62675 4.63530 0.0 0.0 -0.1
C 0.28034 0.46559 5.08365 0.0 0.0 0.0
C 1.31418 0.25015 4.15929 0.1 0.0 0.1
H 4.66306 -0.27956 3.74486 0.0 0.0 0.0
H -2.29121 0.69596 2.89578 0.0 0.0 0.0
H -1.82796 0.79230 5.32881 0.0 0.0 0.0
H 0.50360 0.50225 6.14232 0.0 0.0 0.0
C -2.06190 3.34351 -0.49308 0.0 0.1 0.0
N -2.95976 2.78331 0.50695 0.0 0.0 0.0
C -3.76665 1.65950 0.03962 -0.1 0.0 0.0
P -2.86532 0.05695 0.07356 0.1 0.1 0.0
C -2.00661 -0.20674 -1.51751 0.0 -0.1 -0.1
C -0.95723 -1.15454 -1.42242 -0.1 -0.1 -0.2
C -0.21456 -1.53379 -2.54489 0.0 0.0 0.3
C -0.51727 -0.95222 -3.76551 0.3 -0.2 -0.1
C -1.52162 -0.00334 -3.86667 -0.2 0.2 -0.2
C -2.25301 0.39025 -2.75767 0.0 0.1 0.3
C -3.95244 -1.32396 0.35554 -0.1 0.0 0.0
C -3.73670 -2.14553 1.46293 0.0 0.0 0.1
C -4.58931 -3.21335 1.69761 0.0 0.0 -0.1
C -5.64854 -3.44971 0.83202 0.0 0.0 0.0
C -5.86551 -2.63003 -0.27117 0.0 0.0 0.0
C -5.01845 -1.56491 -0.51833 0.0 0.0 0.0
C -3.77862 3.77093 1.20033 0.0 -0.1 -0.1
C -4.39947 4.80394 0.50998 0.0 0.0 0.0
C -5.19251 5.70987 1.20157 0.0 0.0 0.0
C -5.37524 5.57105 2.57004 0.0 0.0 0.0
C -4.76573 4.52870 3.25307 0.0 0.0 0.0
C -3.96036 3.62860 2.56813 0.0 0.1 0.0
P -0.33995 2.72466 -0.33366 0.0 -0.2 0.1
C 0.61232 3.16101 -1.77318 0.0 0.0 -0.1
C 0.90650 4.51012 -1.99405 0.0 0.0 0.0
C 1.62534 4.87119 -3.12044 0.0 0.0 0.0
C 2.05963 3.89687 -4.01192 0.0 0.0 0.0
C 1.78082 2.55432 -3.78754 0.0 0.1 0.0
C 1.05244 2.18660 -2.66783 0.0 -0.1 0.0
C 0.43944 3.39504 1.13496 0.0 0.0 0.0
C -0.28506 3.99200 2.16901 -0.1 0.0 0.0
C 0.38770 4.45306 3.28993 0.0 0.0 0.0
C 1.76787 4.31542 3.38461 0.0 0.0 0.0
C 2.48932 3.72126 2.35475 0.0 0.0 0.0
C 1.82957 3.25682 1.22962 0.0 0.0 0.0
H -1.99306 4.42812 -0.37429 0.0 0.0 0.0
H -2.37160 3.16132 -1.52993 0.0 0.0 0.0
H -4.22254 1.82276 -0.94802 0.0 0.0 0.0
H -4.59208 1.51066 0.73957 0.0 0.0 0.0
H -0.85457 -1.74806 -0.49082 0.0 -0.1 -0.1
H 0.56851 -2.27550 -2.46406 0.0 0.0 0.0
H 0.03696 -1.24612 -4.64725 0.0 0.0 0.0
H -1.74572 0.43398 -4.83114 0.0 0.0 0.0
H -3.03851 1.12608 -2.87135 0.0 0.0 0.0
H -2.91273 -1.95624 2.14256 0.0 0.0 0.0
H -4.43108 -3.85762 2.55103 0.0 0.0 0.0
H -6.31384 -4.28271 1.01586 0.0 0.0 0.0
H -6.69402 -2.82592 -0.93775 0.0 0.0 0.0
H -5.18975 -0.93639 -1.38473 0.0 0.0 0.0
H -4.28145 4.90661 -0.56268 0.0 0.0 0.0
H -5.67508 6.51685 0.66779 0.0 0.0 0.0
H -5.99666 6.27588 3.10522 0.0 0.0 0.0
H -4.91166 4.41976 4.31909 0.0 0.0 0.0
H -3.46726 2.82184 3.09753 0.0 0.0 0.0
H 0.59440 5.27154 -1.28814 0.0 0.0 0.0
H 1.85567 5.91212 -3.30089 0.0 0.0 0.0
H 2.62931 4.18756 -4.88436 0.0 0.0 0.0
H 2.14032 1.80502 -4.47939 0.0 0.0 0.0
H 0.84149 1.13495 -2.49257 0.0 0.0 0.0
H -1.36000 4.11240 2.10730 0.0 0.0 0.0
H -0.16512 4.93910 4.08272 0.0 0.0 0.0
H 2.28692 4.69258 4.25600 0.0 0.0 0.0
H 3.56610 3.63920 2.42046 0.0 0.0 0.0
H 2.39929 2.81632 0.41764 0.0 0.0 0.0
```
Forces are in eV/Å.

Among the records above, which one has the highest charge?
C41H33ClIN2OP2Ti